DFT (wB97M-V/def2-TZVPD) results for a 2-piece molecular cluster, C9H9N2O3S overall at a distorted geometry.

Summary:
- DFT total energy: -1081.668720 a.u.
- HOMO level (spin up / spin down): -5.041 / -5.039 eV
- HOMO-LUMO gap (spin up / spin down): 7.91 / 7.90 eV
- Total charge: -1
- Relative energy (zero: lowest compared OMol25 entry of this formula, charge and spin): 177.9 kJ/mol
- Max |F|: 4.3 eV/A

Structure (XYZ):
```
24
C9H9N2O3S | the OMol25 dataset | wB97M-V/def2-TZVPD
C 1.84 2.06 -0.20
C 3.32 2.11 -0.04
C 1.55 0.76 -0.05
C -2.18 0.45 -0.08
C -3.61 0.57 0.50
C -1.86 0.91 -1.49
C -0.35 -0.72 -0.36
C 0.64 -2.23 1.49
C 0.34 -1.99 -0.05
N 3.79 0.90 0.18
N -1.34 -0.33 0.48
O -4.16 -0.43 0.01
O -4.00 1.51 1.21
O 2.69 0.05 0.19
S -0.59 -0.23 -2.07
H 1.23 2.91 -0.43
H 3.91 2.98 -0.15
H -2.86 0.83 -1.96
H -1.44 1.86 -1.66
H 0.90 -3.29 1.55
H -0.16 -2.14 2.12
H 1.38 -1.69 1.92
H -0.21 -2.89 -0.25
H 1.15 -1.99 -0.87
```

***

DFT (wB97M-V/def2-TZVPD) results for a 2-piece molecular cluster, C6H9N3S overall at a distorted geometry.

Summary:
- DFT total energy: -796.313671 a.u.
- HOMO level: -7.691 eV
- HOMO-LUMO gap: 6.10 eV
- Total charge: 0
- Relative energy (zero: lowest compared OMol25 entry of this formula, charge and spin): 395.5 kJ/mol
- Max |F|: 6.3 eV/A

Structure (XYZ):
```
19
C6H9N3S | the OMol25 dataset | wB97M-V/def2-TZVPD
C -3.62 0.37 -0.41
C -2.47 1.01 -0.66
C -2.02 -0.71 0.49
C 0.82 1.07 -0.18
C 1.36 -1.32 -0.08
C 3.01 0.33 0.53
N -3.33 -0.70 0.44
N -1.50 0.22 -0.22
N 1.61 0.07 0.07
S 0.81 2.66 -0.18
H -4.62 0.63 -0.55
H -2.34 1.95 -1.33
H -1.54 -1.59 1.01
H 1.74 -1.90 0.78
H 0.29 -1.61 -0.22
H 1.92 -1.52 -1.08
H 3.57 0.31 -0.54
H 3.13 1.32 0.99
H 3.19 -0.58 1.15
```

***

DFT (wB97M-V/def2-TZVPD) results for C29H23N4ORuS as an isolated structure.

Summary:
- Spin multiplicity: 5
- DFT total energy: -1905.156012 a.u.
- HOMO level (spin up / spin down): -17.030 / -17.382 eV
- HOMO-LUMO gap (spin up / spin down): 6.28 / 5.54 eV
- Total charge: +3
- Relative energy (zero: lowest compared OMol25 entry of this formula, charge and spin): 0.0 kJ/mol
- Max |F|: 0.5 eV/A
- ⟨S²⟩: 6.11

Structure (XYZ):
```
59
C29H23N4ORuS | the OMol25 dataset | wB97M-V/def2-TZVPD
Ru -0.36 0.53 -0.08
C -0.56 5.60 0.38
C 0.02 4.52 1.08
C 0.25 3.36 0.40
C -0.07 3.20 -0.98
C -0.65 4.30 -1.66
C -0.89 5.47 -0.98
N 0.13 1.94 -1.46
C 0.44 1.46 -2.72
C 0.68 2.21 -3.87
C 1.06 1.55 -5.03
C 1.23 0.16 -5.06
C 1.04 -0.59 -3.92
C 0.65 0.06 -2.76
N 0.50 -0.57 -1.51
N 0.70 -1.80 -1.35
C 0.51 -2.21 -0.03
C 0.82 -3.50 0.34
C 0.69 -3.84 1.69
C 0.27 -2.89 2.60
C -0.04 -1.60 2.15
N 0.07 -1.28 0.86
H -0.76 6.53 0.90
H 0.31 4.63 2.11
H 0.84 2.57 0.86
H -0.95 4.22 -2.69
H -1.34 6.30 -1.50
H 0.60 3.29 -3.86
H 1.25 2.13 -5.92
H 1.54 -0.32 -5.98
H 1.20 -1.66 -3.92
H 1.17 -4.20 -0.40
H 0.94 -4.84 2.03
H 0.18 -3.12 3.65
H -0.37 -0.83 2.82
O -2.05 1.21 0.62
S -3.25 0.22 1.03
C -4.71 1.13 0.78
C -5.03 1.77 -0.42
C -6.24 2.43 -0.50
C -7.11 2.43 0.60
C -6.78 1.79 1.78
C -5.56 1.14 1.88
C -3.12 -0.97 -0.28
C -3.36 -2.30 0.05
C -3.27 -3.26 -0.94
C -2.94 -2.90 -2.24
C -2.70 -1.56 -2.56
C -2.79 -0.59 -1.58
H -4.36 1.77 -1.26
H -6.52 2.93 -1.41
H -8.06 2.95 0.52
H -7.46 1.80 2.62
H -5.28 0.64 2.81
H -3.63 -2.57 1.06
H -3.47 -4.30 -0.70
H -2.89 -3.65 -3.01
H -2.47 -1.29 -3.58
H -2.63 0.46 -1.84
```

***

DFT (wB97M-V/def2-TZVPD) results for C5H7N as an isolated structure at a distorted geometry.

Summary:
- DFT total energy: -249.292758 a.u.
- HOMO level: -8.950 eV
- HOMO-LUMO gap: 9.82 eV
- Total charge: 0
- Relative energy (zero: lowest compared OMol25 entry of this formula, charge and spin): 473.9 kJ/mol
- Max |F|: 4.7 eV/A

Structure (XYZ):
```
13
C5H7N | the OMol25 dataset | wB97M-V/def2-TZVPD
C 0.10 -0.95 1.18
C 0.05 -0.08 -0.26
C -0.90 1.10 -0.37
C 0.55 1.41 -0.18
C 0.38 -0.94 -1.34
N 0.67 -1.71 -2.17
H 0.13 -0.36 2.14
H -0.85 -1.44 1.12
H 0.93 -1.68 1.22
H -1.59 1.27 0.45
H -1.39 1.17 -1.35
H 0.83 0.44 0.66
H 1.12 1.79 -1.04
```

***

DFT (wB97M-V/def2-TZVPD) results for one molecule with the formula C15H22O5 at a distorted geometry.

Summary:
- DFT total energy: -960.416236 a.u.
- HOMO level: -8.603 eV
- HOMO-LUMO gap: 9.30 eV
- Total charge: 0
- Relative energy (zero: lowest compared OMol25 entry of this formula, charge and spin): 1589.4 kJ/mol
- Max |F|: 19.0 eV/A

Structure (XYZ):
```
42
C15H22O5 | the OMol25 dataset | wB97M-V/def2-TZVPD
C -4.00 -1.90 4.21
H -3.77 -2.42 5.09
O -3.02 -1.36 3.62
C -3.23 -0.44 2.44
O -4.08 0.81 2.65
C -3.29 1.66 3.62
H -2.48 2.32 3.14
H -2.94 1.07 4.34
H -4.22 2.16 3.89
C -1.86 -0.08 1.80
C -1.95 0.69 0.64
C -0.85 1.35 -0.23
C 0.51 1.27 0.14
C 1.02 -0.23 -0.58
O 0.46 0.01 -2.03
C 1.25 -0.91 -2.79
C 2.59 -0.52 -3.06
C 3.48 -1.67 -3.51
C 4.59 -1.58 -3.82
C 5.34 -0.26 -3.65
C 4.41 0.84 -3.39
C 3.28 0.49 -2.97
H 2.50 1.29 -2.64
H 5.00 1.76 -3.10
H 6.12 -0.18 -4.12
H 5.28 -2.32 -4.12
H 2.99 -2.53 -3.63
H 0.91 -2.12 -2.47
H 0.66 -0.79 -3.73
H 0.63 -1.02 -0.08
H 2.06 -0.31 -0.63
O 1.38 2.18 -0.26
H 1.06 2.92 0.24
H 0.73 0.97 1.24
H -0.98 1.82 -1.12
O -1.55 2.00 0.94
H -3.08 0.84 0.04
H -1.22 -1.08 1.59
H -1.15 0.22 2.55
H -3.66 -1.18 1.70
H -4.71 -1.09 4.58
H -4.21 -2.69 3.49
```

***

DFT (wB97M-V/def2-TZVPD) results for a 2-piece molecular cluster, C6H12O overall at a distorted geometry.

Summary:
- DFT total energy: -310.965071 a.u.
- HOMO level: -8.646 eV
- HOMO-LUMO gap: 9.47 eV
- Total charge: 0
- Relative energy (zero: lowest compared OMol25 entry of this formula, charge and spin): 247.3 kJ/mol
- Max |F|: 4.1 eV/A

Structure (XYZ):
```
19
C6H12O | the OMol25 dataset | wB97M-V/def2-TZVPD
C 1.40 -1.01 -0.15
C 0.95 -2.25 0.04
C -0.81 -0.10 -0.50
C 0.51 0.16 -0.58
C 1.15 1.35 -1.14
C -2.00 0.79 -0.92
H 2.34 -0.64 0.14
H -0.04 -2.62 -0.17
H 1.60 -3.11 0.48
H -1.27 -0.98 -0.20
H 2.22 1.49 -1.06
H 0.80 2.41 -0.80
H 0.93 1.45 -2.24
H -2.01 1.52 -1.80
H -2.22 1.38 -0.01
H -2.90 0.15 -1.07
H -0.15 -0.11 2.30
H -1.49 0.78 2.31
O -0.63 0.58 2.70
```

***

DFT (wB97M-V/def2-TZVPD) results for one molecule with the formula C5H9NOS at a distorted geometry.

Summary:
- DFT total energy: -724.002418 a.u.
- HOMO level: -8.935 eV
- HOMO-LUMO gap: 9.11 eV
- Total charge: 0
- Relative energy (zero: lowest compared OMol25 entry of this formula, charge and spin): 308.2 kJ/mol
- Max |F|: 5.1 eV/A

Structure (XYZ):
```
17
C5H9NOS | the OMol25 dataset | wB97M-V/def2-TZVPD
C -0.90 -0.61 1.56
C -0.86 0.49 0.44
C -0.50 1.91 0.83
C -1.90 1.64 0.45
C 0.87 -0.02 -1.02
H 0.97 -0.49 2.36
H 0.53 -1.99 1.57
H -1.46 -0.14 2.39
H -1.55 -1.46 1.16
H -0.34 1.95 1.91
H 0.26 2.34 0.13
H -2.16 1.89 -0.55
H -2.70 1.92 1.24
H 1.47 0.66 -0.33
N 0.26 -1.12 2.14
O -0.48 -0.07 -0.80
S 1.67 -1.05 -2.01
```

***

DFT (wB97M-V/def2-TZVPD) results for C5H11N as an isolated structure.

Summary:
- DFT total energy: -251.665223 a.u.
- HOMO level (spin up / spin down): -7.484 / -7.484 eV
- HOMO-LUMO gap (spin up / spin down): 8.11 / 8.11 eV
- Total charge: 0
- Relative energy (zero: lowest compared OMol25 entry of this formula, charge and spin): 518.0 kJ/mol
- Max |F|: 0.3 eV/A

Structure (XYZ):
```
17
C5H11N | the OMol25 dataset | wB97M-V/def2-TZVPD
C -2.05 0.51 0.94
C -1.07 -0.45 -1.12
N 0.10 -0.69 -0.57
C 0.37 -0.77 0.80
C 1.07 0.25 -0.04
C 2.48 0.15 -0.56
H -2.90 -0.18 0.93
H -1.99 0.94 1.95
H -2.28 1.34 0.27
H -1.82 -1.24 -1.08
H -1.14 0.29 -1.91
H -0.86 -0.16 1.10
H 0.86 -1.63 1.26
H 0.68 1.27 0.08
H 3.18 0.58 0.18
H 2.61 0.70 -1.50
H 2.76 -0.90 -0.72
```

***

DFT (wB97M-V/def2-TZVPD) results for a 3-piece molecular cluster, C3H11NO2 overall at a distorted geometry.

Summary:
- DFT total energy: -326.094482 a.u.
- HOMO level: -9.807 eV
- HOMO-LUMO gap: 10.52 eV
- Total charge: 0
- Relative energy (zero: lowest compared OMol25 entry of this formula, charge and spin): 97.1 kJ/mol
- Max |F|: 1.7 eV/A

Structure (XYZ):
```
17
C3H11NO2 | the OMol25 dataset | wB97M-V/def2-TZVPD
C -1.86 -0.22 -1.56
C -0.82 -0.80 -0.59
C 0.93 0.47 -1.56
N 0.49 -0.17 -0.58
H -2.84 -0.50 -1.19
H -1.73 0.86 -1.63
H -1.71 -0.70 -2.53
H -0.64 -1.83 -0.80
H -1.20 -0.72 0.42
H 0.33 0.69 -2.45
H 1.92 0.92 -1.49
H 1.06 1.64 1.24
H 2.13 1.89 2.35
O 1.28 1.50 2.17
H 0.30 -0.88 2.27
H 1.61 -0.88 2.90
O 0.75 -1.27 3.03
```

***

DFT (wB97M-V/def2-TZVPD) results for a 2-piece molecular cluster, C2H8N2O overall at a distorted geometry.

Summary:
- DFT total energy: -265.666401 a.u.
- HOMO level: -8.896 eV
- HOMO-LUMO gap: 9.67 eV
- Total charge: 0
- Relative energy (zero: lowest compared OMol25 entry of this formula, charge and spin): 306.5 kJ/mol
- Max |F|: 5.1 eV/A

Structure (XYZ):
```
13
C2H8N2O | the OMol25 dataset | wB97M-V/def2-TZVPD
O 2.64 -2.07 0.15
C 1.92 -1.98 -0.82
H 2.39 -1.35 -1.68
H 0.98 -2.67 -1.04
N -2.16 1.83 1.07
C -1.74 1.10 -0.18
N -0.40 0.78 -0.24
H -2.52 1.14 1.73
H -1.28 2.24 1.51
H -2.26 0.23 -0.50
H -1.86 2.09 -0.86
H 0.13 1.59 -0.58
H 0.09 0.24 0.49
```

***

DFT (wB97M-V/def2-TZVPD) results for C34H57Br14ClF3NNbO5 as an isolated structure at a distorted geometry.

Summary:
- DFT total energy: -38612.909037 a.u.
- HOMO level: -5.434 eV
- HOMO-LUMO gap: 6.72 eV
- Total charge: -1
- Max |F|: 11.4 eV/A

Structure (XYZ):
```
116
C34H57Br14ClF3NNbO5 | the OMol25 dataset | wB97M-V/def2-TZVPD
C -1.90 3.07 3.84
C -1.67 4.11 2.86
C -2.52 4.26 1.49
O -3.75 4.54 1.59
O -1.88 4.12 0.20
C -2.80 3.38 -0.74
C -1.95 2.87 -2.04
C -2.40 1.42 -2.59
C -1.14 0.45 -2.94
C -1.43 -1.08 -2.48
C -0.20 -1.80 -1.74
Nb -0.58 -2.42 0.41
Cl -2.95 -3.17 -0.08
C 0.06 -4.55 -0.01
C 1.63 -4.77 -0.28
C 2.61 -4.16 0.82
O 3.79 -3.86 0.42
N 2.23 -3.94 2.23
C 3.05 -2.92 2.91
C 2.44 -1.52 3.28
C 3.26 -0.42 4.04
C 4.74 -0.65 4.49
C 5.37 -2.02 4.10
C 4.54 -3.13 3.35
C -1.05 -2.82 2.61
O -0.76 -4.18 3.06
O -1.84 -4.60 3.81
C -1.27 -0.23 0.81
F -2.63 0.03 0.44
F -0.33 0.61 0.10
F -1.10 0.16 2.21
H -1.50 2.00 3.72
H -2.50 3.31 4.80
H -0.85 4.89 3.06
H -3.28 2.51 -0.12
H -3.61 4.14 -1.04
H -2.13 3.64 -2.87
H -0.83 2.84 -1.84
H -2.96 1.62 -3.58
H -3.15 0.94 -1.88
H -1.04 0.48 -4.09
H -0.18 0.88 -2.47
H -1.66 -1.66 -3.47
H -2.41 -1.06 -1.90
H 0.05 -2.75 -2.37
H 0.72 -1.12 -1.86
H 1.09 -1.85 0.82
H -0.48 -4.87 -0.99
H -0.26 -5.33 0.77
H 2.01 -4.43 -1.30
H 1.81 -5.92 -0.25
H 2.33 -4.80 2.79
H 1.37 -1.25 3.01
H 2.72 0.56 4.31
H 5.27 0.20 5.04
H 6.47 -2.17 4.40
H 5.04 -4.12 3.11
H -2.20 -2.67 2.73
H -0.57 -2.09 3.36
H -2.60 -4.80 3.21
Br -3.87 -1.10 -5.02
C -3.43 -1.11 -6.92
C -2.00 -0.70 -7.15
Br -1.77 1.23 -6.98
H -4.15 -0.46 -7.42
H -3.60 -2.14 -7.24
H -1.69 -0.93 -8.18
H -1.30 -1.17 -6.46
Br -5.88 1.43 -0.08
C -5.84 -0.38 -0.79
C -6.68 -0.50 -2.04
Br -8.58 -0.56 -1.61
H -6.17 -1.04 0.01
H -4.79 -0.58 -1.01
H -6.47 -1.43 -2.55
H -6.54 0.33 -2.73
Br -2.66 7.15 -4.55
C -1.64 7.70 -2.97
C -0.77 6.57 -2.47
Br -1.82 5.24 -1.49
H -2.36 8.05 -2.24
H -1.03 8.54 -3.31
H -0.04 6.95 -1.74
H -0.25 6.04 -3.26
Br 2.18 -0.54 -4.15
C 4.10 -0.37 -3.87
C 4.43 -0.10 -2.42
Br 4.06 1.76 -1.96
H 4.46 0.40 -4.55
H 4.52 -1.34 -4.18
H 5.49 -0.24 -2.23
H 3.85 -0.72 -1.73
Br 3.75 0.97 8.21
C 5.62 1.09 8.74
C 6.41 1.97 7.80
Br 6.81 1.04 6.14
H 6.00 0.07 8.80
H 5.60 1.52 9.75
H 7.38 2.22 8.23
H 5.89 2.89 7.54
Br 3.58 3.68 -5.71
C 5.40 4.07 -6.29
C 5.95 2.95 -7.15
Br 6.47 1.42 -6.07
H 5.99 4.25 -5.39
H 5.33 4.99 -6.86
H 6.86 3.27 -7.66
H 5.23 2.59 -7.89
Br -4.89 -3.57 4.40
C -4.20 -4.40 6.02
C -5.12 -5.49 6.51
Br -6.69 -4.75 7.40
H -4.05 -3.61 6.75
H -3.23 -4.82 5.74
H -4.63 -6.10 7.27
H -5.48 -6.14 5.71
```

***

DFT (wB97M-V/def2-TZVPD) results for CH2BrOP as an isolated structure at a distorted geometry.

Summary:
- DFT total energy: -3029.847550 a.u.
- HOMO level: -9.031 eV
- HOMO-LUMO gap: 8.52 eV
- Total charge: 0
- Relative energy (zero: lowest compared OMol25 entry of this formula, charge and spin): 105.5 kJ/mol
- Max |F|: 3.0 eV/A

Structure (XYZ):
```
6
CH2BrOP | the OMol25 dataset | wB97M-V/def2-TZVPD
C -0.77 0.27 -0.20
O 1.69 -1.51 0.85
P 1.14 -1.13 -0.43
Br 0.74 1.48 -0.02
H -1.25 0.22 0.78
H -1.55 0.68 -0.99
```